1.
Density functional theory data (ωB97M-V with the def2-TZVPD basis set) for a molecular structure, C59H66GeN6O2SeSn.

Properties
Maximum force (eV/A): 0.75
E_tot (eV): -202987.2280
Relative energy (zero: lowest compared OMol25 entry of this formula, charge and spin) (kJ/mol): 0.00
HOMO level (eV): -7.138
LUMO level (eV): -0.4

Each line ends with the Mulliken charge.
Element x y z (Å)
Sn  1.259  0.286  -1.735  0.480
O  0.409  3.525  -4.567  -0.818
C  0.483  2.497  -3.897  0.262
N  1.311  2.202  -2.889  0.756
C  2.371  3.042  -2.489  0.392
C  2.424  4.423  -2.654  -0.522
C  3.508  5.144  -2.167  -0.920
C  4.549  4.498  -1.520  -0.823
C  4.532  3.115  -1.387  -0.501
C  3.459  2.381  -1.881  -0.588
N  3.373  0.973  -1.878  0.440
C  4.446  0.208  -2.130  0.057
O  5.628  0.537  -2.185  -0.769
C  4.085  -1.227  -2.460  0.303
C  5.095  -2.147  -2.693  -0.684
C  4.757  -3.422  -3.117  -0.507
C  3.418  -3.732  -3.304  -0.885
C  2.476  -2.758  -3.038  0.081
N  2.797  -1.536  -2.621  0.245
C  -0.408  1.339  -4.296  0.220
C  -1.380  1.522  -5.271  -0.657
C  -2.071  0.421  -5.743  -0.702
C  -1.768  -0.836  -5.235  -0.583
C  -0.806  -0.926  -4.248  -0.465
N  -0.148  0.137  -3.786  0.540
H  1.632  4.924  -3.188  0.628
H  3.537  6.217  -2.311  0.406
H  5.391  5.066  -1.143  0.408
H  5.356  2.593  -0.926  0.515
H  6.119  -1.827  -2.557  0.516
H  5.527  -4.159  -3.307  0.436
H  3.107  -4.710  -3.649  0.482
H  1.418  -2.956  -3.181  0.069
H  -1.545  2.520  -5.650  0.562
H  -2.822  0.537  -6.514  0.432
H  -2.266  -1.726  -5.595  0.477
H  -0.527  -1.884  -3.819  0.336
C  -1.119  5.477  -2.383  -2.085
C  -1.193  4.447  -1.251  1.507
C  -1.526  5.230  0.029  -1.495
C  -2.193  3.328  -1.540  1.209
C  -3.276  3.573  -2.379  -0.419
C  -4.233  2.606  -2.643  -1.515
C  -4.120  1.350  -2.070  -0.356
C  -3.051  1.044  -1.236  1.316
C  -2.959  -0.325  -0.574  2.554
C  -3.273  -1.475  -1.533  -1.112
C  -3.884  -0.406  0.646  -1.336
C  -2.098  2.041  -0.969  -0.735
N  -1.007  1.649  -0.158  0.992
C  -1.075  1.769  1.101  -0.180
C  -0.069  1.215  2.103  -1.020
N  0.696  0.239  1.861  0.878
C  1.271  -0.466  2.947  -0.248
C  2.652  -0.382  3.181  0.339
C  3.200  -1.125  4.217  -0.465
C  2.412  -1.957  4.996  -1.742
C  1.058  -2.056  4.732  -0.602
C  0.457  -1.320  3.717  0.560
C  -1.029  -1.521  3.466  2.471
C  -1.885  -0.946  4.603  -1.538
C  -1.357  -3.010  3.291  -1.939
C  3.515  0.549  2.349  2.370
C  3.571  1.956  2.958  -1.454
C  4.935  0.016  2.163  -1.865
C  -0.369  1.872  3.401  0.224
C  0.270  1.939  4.611  0.493
C  -0.324  2.702  5.645  -1.280
C  -1.541  3.319  5.499  -0.884
C  -2.244  3.231  4.272  0.881
C  -3.528  3.747  3.973  -1.055
C  -4.071  3.573  2.724  -1.184
C  -3.373  2.928  1.677  0.364
C  -2.123  2.426  1.933  0.404
C  -1.600  2.542  3.239  -0.802
H  -0.271  6.139  -2.201  0.403
H  -2.019  6.099  -2.398  0.591
H  -0.989  5.014  -3.358  0.310
H  -0.205  3.993  -1.124  -0.502
H  -2.554  5.601  -0.014  0.282
H  -0.855  6.089  0.106  0.564
H  -1.407  4.643  0.931  0.186
H  -3.374  4.543  -2.849  0.325
H  -5.069  2.831  -3.294  0.397
H  -4.875  0.601  -2.276  0.357
H  -1.932  -0.468  -0.229  -1.724
H  -4.320  -1.471  -1.846  0.436
H  -3.084  -2.430  -1.035  -0.040
H  -2.650  -1.421  -2.425  0.124
H  -4.923  -0.240  0.351  0.376
H  -3.621  0.337  1.400  0.121
H  -3.814  -1.396  1.109  0.393
H  4.264  -1.073  4.411  0.344
H  2.858  -2.539  5.793  0.393
H  0.452  -2.729  5.328  0.345
H  -1.308  -1.013  2.541  -1.120
H  -1.632  -1.433  5.548  0.357
H  -2.946  -1.118  4.402  0.416
H  -1.734  0.126  4.723  0.223
H  -1.356  -3.528  4.253  0.417
H  -2.348  -3.132  2.847  0.412
H  -0.620  -3.497  2.650  0.380
H  3.051  0.637  1.365  -0.746
H  3.954  1.910  3.981  0.294
H  2.589  2.430  2.973  0.155
H  4.236  2.589  2.366  0.494
H  5.505  0.070  3.094  0.468
H  5.465  0.617  1.423  0.357
H  4.928  -1.022  1.821  0.410
H  1.200  1.418  4.791  0.474
H  0.201  2.784  6.589  0.436
H  -1.969  3.882  6.321  0.447
H  -4.086  4.271  4.741  0.403
H  -5.064  3.952  2.518  0.492
H  -3.822  2.860  0.694  0.664
C  -2.294  -5.814  -0.091  -0.888
Ge  -0.551  -6.335  -0.842  0.567
C  -0.354  -8.289  -0.820  -1.275
C  -0.352  -5.732  -2.699  -0.732
C  0.867  -5.646  0.352  -1.043
Se  1.542  -3.832  0.092  0.028
C  -0.132  -2.943  -0.375  -0.086
H  -3.072  -6.517  -0.393  0.463
H  -2.586  -4.819  -0.429  0.050
H  -2.239  -5.811  0.999  0.335
H  -1.152  -8.753  -1.404  0.376
H  -0.394  -8.685  0.196  0.363
H  0.603  -8.572  -1.263  0.362
H  -1.069  -6.261  -3.330  0.434
H  0.655  -5.958  -3.057  0.189
H  -0.528  -4.660  -2.803  -0.003
H  1.742  -6.290  0.252  0.465
H  0.515  -5.731  1.381  0.461
H  -0.323  -3.031  -1.443  0.261
H  -0.032  -1.895  -0.098  -0.766
H  -0.946  -3.398  0.183  0.450

***

2.
Density functional theory data (ωB97M-V with the def2-TZVPD basis set) for a molecular structure, C59H68FeGe2OPS4.

Properties
<S²>: 1.24
Spin multiplicity: 2
Maximum force (eV/A): 0.75
E_tot (eV): -264390.1236
Relative energy (zero: lowest compared OMol25 entry of this formula, charge and spin) (kJ/mol): 40.18
HOMO level (alpha / beta) (eV): -7.654 / -7.787
LUMO level (alpha / beta) (eV): -0.8 / -0.1

Each line ends with the Mulliken charge.
Element x y z (Å)
Fe  -0.187  -1.486  -2.158  0.261
C  -5.932  -0.128  2.021  -1.863
C  -4.887  0.881  1.591  0.943
C  -4.069  1.520  2.520  -0.903
C  -3.112  2.456  2.132  1.221
C  -2.209  3.102  3.167  -1.866
C  -2.972  2.753  0.773  0.457
C  -3.781  2.119  -0.181  1.260
C  -3.607  2.382  -1.664  -1.812
C  -4.728  1.198  0.247  -0.538
C  -1.958  3.768  0.336  -0.372
C  -2.267  5.113  0.520  0.249
C  -1.385  6.107  0.120  -1.192
C  -0.189  5.762  -0.500  0.146
C  0.144  4.425  -0.722  -0.602
C  -0.743  3.414  -0.278  0.159
Ge  -0.245  1.540  -0.433  -0.537
S  -0.112  0.733  -2.468  0.055
S  -1.604  0.182  0.728  -0.355
Ge  0.330  -0.799  1.202  -0.390
S  0.762  -2.323  -0.338  -0.158
S  1.560  1.009  0.767  0.351
C  0.451  -1.598  3.002  -0.531
C  -0.442  -2.636  3.372  -0.736
C  -0.391  -3.160  4.669  0.180
C  0.525  -2.695  5.596  -0.989
C  1.417  -1.700  5.234  0.023
C  1.402  -1.144  3.952  -0.200
C  2.462  -0.112  3.668  0.036
C  3.637  -0.476  3.001  1.540
C  3.845  -1.874  2.442  -1.749
C  4.631  0.487  2.815  -1.058
C  4.485  1.791  3.267  0.571
C  5.590  2.811  3.089  -1.594
C  3.299  2.132  3.918  -0.625
C  2.290  1.203  4.133  1.212
C  1.009  1.617  4.831  -1.482
C  -1.479  -3.218  2.451  1.010
C  -1.193  -4.394  1.733  0.752
C  0.150  -5.096  1.837  -1.445
C  -2.175  -4.926  0.905  -0.712
C  -3.436  -4.347  0.792  0.233
C  -4.498  -4.981  -0.077  -1.581
C  -3.714  -3.220  1.552  -0.420
C  -2.765  -2.654  2.404  0.604
C  -3.161  -1.492  3.305  -1.498
C  1.420  4.139  -1.473  0.020
C  2.651  4.062  -0.811  0.662
C  2.789  4.269  0.689  -1.188
C  3.805  3.826  -1.568  -0.923
C  3.764  3.703  -2.947  0.738
C  5.019  3.453  -3.753  -1.457
C  2.532  3.827  -3.589  -0.995
C  1.363  4.045  -2.881  1.436
C  0.050  4.207  -3.618  -1.515
H  -5.850  -0.354  3.086  0.462
H  -5.830  -1.066  1.463  0.232
H  -6.942  0.251  1.835  0.452
H  -4.164  1.269  3.577  0.253
H  -2.353  2.638  4.146  0.410
H  -2.411  4.175  3.267  0.412
H  -1.150  2.999  2.890  0.131
H  -3.501  3.446  -1.876  0.401
H  -4.459  1.999  -2.227  0.547
H  -2.712  1.886  -2.056  0.139
H  -5.351  0.697  -0.498  0.383
H  -3.218  5.374  0.982  0.519
H  -1.638  7.153  0.276  0.391
H  0.502  6.535  -0.832  0.517
H  -1.093  -3.946  4.937  0.499
H  0.547  -3.112  6.600  0.412
H  2.161  -1.346  5.944  0.537
H  3.328  -2.634  3.028  0.340
H  4.908  -2.122  2.414  0.555
H  3.468  -1.944  1.413  0.131
H  5.546  0.205  2.288  0.339
H  6.295  2.505  2.312  0.362
H  6.155  2.936  4.018  0.391
H  5.187  3.791  2.818  0.339
H  3.155  3.159  4.261  0.302
H  0.986  2.699  4.983  0.404
H  0.909  1.133  5.808  0.371
H  0.127  1.334  4.242  0.049
H  0.515  -5.129  2.865  0.327
H  0.912  -4.581  1.243  0.108
H  0.074  -6.122  1.470  0.521
H  -1.951  -5.832  0.339  0.345
H  -4.084  -5.317  -1.031  0.369
H  -5.309  -4.281  -0.285  0.304
H  -4.931  -5.855  0.416  0.435
H  -4.711  -2.777  1.507  0.273
H  -4.250  -1.374  3.319  0.367
H  -2.733  -0.542  2.978  -0.010
H  -2.822  -1.656  4.334  0.502
H  1.825  4.359  1.192  0.143
H  3.365  5.181  0.892  0.642
H  3.323  3.431  1.149  -0.168
H  4.764  3.755  -1.051  0.349
H  5.911  3.474  -3.121  0.359
H  5.141  4.205  -4.538  0.363
H  4.971  2.480  -4.244  0.247
H  2.486  3.752  -4.677  0.358
H  0.217  4.241  -4.697  0.475
H  -0.465  5.122  -3.317  0.322
H  -0.628  3.373  -3.411  0.225
C  0.086  -3.767  -4.654  -1.577
P  1.129  -2.862  -3.493  1.369
C  1.926  -4.196  -2.554  -1.562
C  2.506  -2.196  -4.440  0.122
C  3.494  -1.506  -3.731  -0.461
C  4.629  -1.052  -4.390  -0.630
C  4.761  -1.247  -5.760  -0.554
C  3.761  -1.895  -6.470  -0.646
C  2.631  -2.370  -5.812  -0.328
H  -0.430  -3.088  -5.334  0.471
H  -0.666  -4.275  -4.059  0.241
H  0.674  -4.491  -5.212  0.559
H  2.513  -4.803  -3.237  0.483
H  1.160  -4.799  -2.067  0.386
H  2.566  -3.776  -1.782  0.416
H  3.378  -1.333  -2.663  0.401
H  5.402  -0.534  -3.836  0.468
H  5.648  -0.892  -6.275  0.381
H  3.855  -2.031  -7.540  0.397
H  1.858  -2.883  -6.377  0.322
C  -3.955  -1.574  -1.741  -0.716
C  -3.112  -2.589  -2.488  1.256
C  -3.597  -2.792  -3.910  -1.569
O  -1.753  -2.191  -2.497  -0.333
H  -4.996  -1.917  -1.663  0.503
H  -3.933  -0.612  -2.273  0.272
H  -3.550  -1.418  -0.735  -0.181
H  -3.195  -3.543  -1.961  -0.550
H  -3.522  -1.845  -4.459  0.344
H  -4.641  -3.124  -3.918  0.401
H  -2.988  -3.544  -4.428  0.347

***

Q: Number 2 is which compound?
A: C59H68FeGe2OPS4

***

Q: E_tot of number 1 (C59H66GeN6O2SeSn)?
A: -202987.2280 eV